{
  "formula": "C37H36N3O2RhS3Si",
  "method": "ωB97M-V/def2-TZVPD",
  "symbols": ["C", "H", "C", "S", "H", "H", "C", "C", "C", "H", "Rh", "O", "H", "H", "C", "C", "C", "H", "C", "H", "C", "C", "H", "H", "C", "S", "C", "Si", "H", "C", "N", "H", "C", "H", "C", "H", "H", "C", "H", "C", "H", "H", "C", "C", "C", "H", "H", "H", "C", "C", "H", "C", "H", "O", "C", "H", "H", "C", "H", "H", "H", "H", "C", "S", "C", "C", "H", "N", "H", "C", "C", "C", "C", "H", "C", "C", "N", "H", "H", "H", "H", "C", "C"],
  "positions_angstrom": [[-2.43174, 3.13887, 1.29663], [-3.60870, -2.17896, -0.20389], [-0.07836, -0.07068, 3.89380], [-0.06617, -1.99204, -1.51160], [3.65293, 3.44176, 2.88404], [-1.63668, 4.43569, 4.30476], [4.36603, -2.95402, -1.36447], [-0.51235, 0.83118, 6.45876], [3.90417, 0.82749, -1.62354], [0.56973, 5.02177, 4.23772], [0.10231, -0.28717, 0.21627], [0.21763, 1.59705, 1.29523], [1.74256, -2.87493, -3.53647], [-4.03153, -3.77820, 0.43106], [-5.36029, -2.76942, 2.37071], [-0.35249, 1.73684, 5.42364], [-0.12960, 1.30011, 4.12258], [2.39634, 5.26363, 1.69275], [1.49327, 4.65080, 1.67125], [0.08783, -0.42553, 2.88261], [-3.86290, 0.78839, 4.22240], [2.28678, -2.80095, -2.60605], [-2.03145, 2.48967, 0.53227], [-7.62185, -2.34455, 4.88897], [-2.19450, 4.23348, 3.40247], [3.09888, 0.89643, -3.13940], [-5.50458, -1.05188, 4.02299], [-0.01873, 2.43624, 2.58874], [-0.40914, 2.79494, 5.63002], [4.34865, -3.44134, -3.74835], [1.71493, 0.60411, -1.01901], [-3.93043, 1.66116, 3.57355], [3.01065, 0.66914, -0.61642], [-3.83319, 5.46893, 4.00544], [-4.20041, 4.53157, 2.11858], [-5.18306, 4.96770, 2.00209], [0.63138, 5.31102, 1.73103], [1.51443, 3.66920, 2.83055], [-2.34882, 0.65837, 2.32237], [-0.44965, -0.53036, 6.20981], [-7.10531, -3.89568, 4.21023], [2.77377, 2.06816, 3.56567], [1.47360, 4.42588, 4.14436], [-3.55653, -2.83029, 0.66719], [-1.66410, 3.39573, 2.43031], [-5.74529, -3.68026, 1.93133], [-0.21169, -2.04384, 4.70984], [-0.56957, -1.23887, 7.01641], [3.64873, -3.06509, -2.58156], [5.76562, -3.12293, -1.34215], [1.54799, 3.75146, 4.99226], [3.69169, -2.63153, -0.19671], [2.82712, 2.29851, 1.81872], [-1.97057, -0.61112, 0.80992], [-6.02651, -2.20973, 3.45517], [-6.00179, -0.61396, 4.87619], [4.22955, -2.56177, 0.73603], [-2.59987, -0.28676, 1.82682], [-4.28874, 3.44560, 0.27584], [1.45887, 4.12873, 0.71966], [0.67072, 0.68920, -2.84336], [-4.45610, 0.98324, 5.11305], [1.60223, 0.72310, -2.30723], [1.52879, -1.90389, 1.24602], [-7.27488, -2.84255, 3.98617], [-0.23824, -0.98445, 4.91847], [3.23655, 0.58812, 0.43240], [4.93075, -3.75031, -4.68672], [-2.50091, -3.00136, 0.86734], [2.32759, -2.35376, -0.21834], [-4.36594, -0.44186, 3.53129], [2.76812, 2.81225, 2.77262], [-3.44452, 4.80890, 3.24411], [4.97048, 0.90335, -1.56781], [1.61269, -2.41444, -1.44600], [-4.22215, -2.19066, 1.83585], [6.90892, -3.20981, -1.30475], [-2.82599, 0.66425, 4.52745], [-0.70190, 1.18679, 7.46237], [-8.06626, -2.78696, 3.23767], [2.32424, 5.10921, 4.19017], [-3.69454, 3.68389, 1.14691], [-3.71178, -0.99901, 2.40689]],
  "mol_weight_g_mol": 781.91,
  "lumo_energy_ev": [-2.09, -2.09],
  "multiplicity": 1,
  "energy_ha": -3340.9472
}